1.
Formula: C22H12FI2N4O9Te4W
Source: the Open Molecules 2025 dataset
Level of theory: ωB97M-V/def2-TZVPD

```
55
C22H12FI2N4O9Te4W ωB97M-V/def2-TZVPD
W 0.04 -0.21 -0.12
O 1.19 -0.66 3.61
C 1.16 -0.54 2.22
O 0.40 0.49 1.73
C 2.51 -0.38 1.52
C 3.72 -0.92 1.88
C 4.70 -0.96 0.88
C 4.38 -0.62 -0.43
C 3.09 -0.19 -0.70
N 2.24 0.02 0.29
C 2.38 -0.22 -2.05
O 2.98 -0.21 -3.09
O 1.09 -0.33 -1.90
H 1.36 0.22 3.97
H 3.87 -1.33 2.87
H 5.68 -1.35 1.09
H 5.07 -0.76 -1.25
Te -1.98 0.66 -2.94
Te -3.63 0.29 -4.92
Te -4.02 -2.55 -1.06
Te -1.62 -1.95 -1.91
I 1.62 4.68 -0.78
C -0.13 3.98 0.08
C -1.00 4.86 0.75
C -2.14 4.40 1.35
I -3.37 5.77 2.33
C -2.49 3.03 1.30
C -3.61 2.41 1.91
C -3.80 1.07 1.78
C -2.88 0.29 1.05
N -1.84 0.84 0.47
C -1.62 2.18 0.60
C -0.42 2.63 0.00
O 0.30 1.73 -0.62
H -0.75 5.91 0.79
H -4.31 3.02 2.47
H -4.64 0.57 2.24
H -3.01 -0.78 0.93
F -3.32 -2.62 4.89
C -1.99 -2.81 4.82
C -1.38 -3.00 3.65
N -0.02 -3.22 3.57
C 0.62 -3.19 2.26
C 0.48 -1.87 1.53
O 1.00 -1.97 0.25
O -0.82 -1.46 1.29
C 0.78 -3.26 4.69
O 1.97 -3.46 4.68
N 0.09 -3.07 5.88
C -1.26 -2.82 6.08
O -1.72 -2.64 7.19
H -1.91 -2.98 2.71
H 0.17 -3.95 1.62
H 1.67 -3.43 2.41
H 0.67 -3.09 6.71
```

Calculated values
- HOMO-LUMO gap (alpha / beta): 6.311 / 5.274 eV
- Relative energy (zero: lowest compared OMol25 entry of this formula, charge and spin): 23.87 kcal/mol
- Total charge: -1
- Multiplicity: 3
- Calculated total energy: -97320.41608 eV
- Lowest unoccupied orbital energy (alpha / beta): 1.63 / 0.61 eV


2.
Formula: C22H13F5N2OOsS4
Source: the Open Molecules 2025 dataset
Level of theory: ωB97M-V/def2-TZVPD

```
48
C22H13F5N2OOsS4 ωB97M-V/def2-TZVPD
Os 0.32 0.25 -0.53
F -2.26 5.99 2.74
C -1.94 5.09 1.85
C -1.07 4.05 2.20
F -0.59 3.97 3.43
C -0.74 3.11 1.26
F 0.09 2.12 1.61
C -1.24 3.16 -0.05
S -0.89 2.01 -1.29
C -2.10 4.22 -0.37
F -2.60 4.30 -1.59
C -2.45 5.17 0.56
F -3.27 6.16 0.24
O -1.22 -0.91 -0.50
C -0.65 -2.18 -0.14
C -0.43 -2.07 1.35
C -1.29 -2.25 2.36
C -0.98 -1.45 3.52
C 0.07 -0.62 3.35
S 0.82 -0.92 1.81
C 0.70 -2.14 -0.89
C 0.85 -1.53 -2.15
C 2.16 -1.71 -2.68
C 2.95 -2.46 -1.85
S 2.14 -2.94 -0.42
C -1.53 -3.31 -0.56
C -2.59 -3.24 -1.41
C -3.17 -4.51 -1.66
C -2.53 -5.51 -0.99
S -1.24 -4.92 -0.03
H -2.17 -2.88 2.29
H -1.52 -1.52 4.45
H 0.55 0.03 4.07
H 0.00 -1.22 -2.75
H 2.48 -1.33 -3.64
H 3.97 -2.75 -2.01
H -2.95 -2.32 -1.84
H -4.02 -4.68 -2.30
H -2.75 -6.56 -0.99
N 3.79 2.61 -1.11
C 4.36 1.59 -0.38
C 3.36 0.74 -0.09
N 2.18 1.23 -0.64
C 2.49 2.37 -1.25
H 4.27 3.41 -1.49
H 5.41 1.58 -0.14
H 3.39 -0.18 0.47
H 1.80 3.00 -1.79
```

Calculated values
- HOMO-LUMO gap (alpha / beta): 7.201 / 5.049 eV
- Total charge: +2
- Multiplicity: 5
- Calculated total energy: -87429.52212 eV
- Lowest unoccupied orbital energy (alpha / beta): -6.73 / -8.87 eV


3.
Formula: C22H13F5N3O2RuS5Se4
Source: the Open Molecules 2025 dataset
Level of theory: ωB97M-V/def2-TZVPD

```
55
C22H13F5N3O2RuS5Se4 ωB97M-V/def2-TZVPD
Ru -0.30 0.13 0.04
S 1.62 6.35 -3.45
C 1.19 4.95 -2.64
S 2.22 3.62 -2.39
C 1.14 2.59 -1.49
C -0.08 3.08 -1.27
S -1.32 2.25 -0.35
S -0.36 4.66 -1.97
S 1.67 1.01 -0.91
Se -0.42 -2.30 0.87
Se -2.44 -3.27 1.11
Se -0.71 -3.64 4.34
Se 0.64 -2.48 3.02
F 0.45 -2.24 -6.88
C 0.12 -1.90 -5.61
C 0.73 -2.50 -4.53
F 1.67 -3.44 -4.76
C 0.39 -2.17 -3.24
F 1.05 -2.80 -2.26
C -0.60 -1.21 -2.93
O -1.01 -0.88 -1.74
C -1.16 -0.60 -4.07
F -2.09 0.35 -3.89
C -0.82 -0.93 -5.36
F -1.42 -0.31 -6.40
C -3.14 7.04 2.01
C -1.89 6.56 2.71
C -0.93 5.81 2.04
C 0.21 5.35 2.67
C 0.42 5.62 4.02
N 1.55 5.17 4.75
C 2.58 4.31 4.41
O 3.70 4.46 4.87
N 2.30 3.27 3.54
C 1.13 2.50 3.35
C -0.03 2.59 4.11
C -1.08 1.76 3.81
C -0.96 0.84 2.78
N 0.16 0.73 2.07
C 1.17 1.54 2.34
C -0.52 6.38 4.70
C -1.65 6.86 4.05
H -3.05 6.92 0.93
H -3.33 8.09 2.22
H -4.01 6.47 2.34
H -1.08 5.57 1.00
H 0.94 4.78 2.10
H 1.83 5.75 5.52
H 3.15 2.84 3.22
H -0.09 3.29 4.94
H -2.01 1.82 4.37
H -1.74 0.13 2.55
H 2.05 1.41 1.73
H -0.36 6.61 5.75
H -2.37 7.45 4.61
```

Calculated values
- HOMO-LUMO gap (alpha / beta): 5.560 / 4.791 eV
- Relative energy (zero: lowest compared OMol25 entry of this formula, charge and spin): 18.13 kcal/mol
- Total charge: -2
- Multiplicity: 2
- Calculated total energy: -363324.73053 eV
- Lowest unoccupied orbital energy (alpha / beta): 3.68 / 2.96 eV


4.
Formula: C22H14AuCl2GeN2O2S2
Source: the Open Molecules 2025 dataset
Level of theory: ωB97M-V/def2-TZVPD

```
46
C22H14AuCl2GeN2O2S2 ωB97M-V/def2-TZVPD
Au -0.85 0.98 1.44
S -1.34 3.18 2.08
C -0.51 4.07 0.84
C -0.87 5.41 0.64
C -0.20 6.18 -0.28
C -0.59 7.55 -0.48
N -0.93 8.63 -0.64
C 0.87 5.62 -1.02
C 1.21 4.30 -0.83
C 0.51 3.51 0.10
S 1.00 1.86 0.29
C 1.59 6.41 -1.98
N 2.16 7.05 -2.75
H -1.69 5.84 1.21
H 2.03 3.87 -1.40
Ge -0.51 -2.62 0.80
C 1.13 -1.84 1.41
C 2.11 -1.40 0.51
C 3.27 -0.80 0.98
C 3.46 -0.65 2.35
C 2.49 -1.08 3.25
C 1.33 -1.68 2.78
C -0.60 -3.71 -0.77
C -0.77 -5.09 -0.63
C -0.78 -5.89 -1.76
C -0.62 -5.32 -3.02
C -0.46 -3.95 -3.16
C -0.45 -3.13 -2.03
H -1.36 -3.00 2.00
H 1.97 -1.53 -0.56
H 4.03 -0.47 0.29
H 4.37 -0.19 2.72
H 2.65 -0.96 4.32
H 0.58 -2.03 3.49
H -0.90 -5.53 0.35
H -0.91 -6.96 -1.66
H -0.62 -5.96 -3.90
H -0.35 -3.51 -4.14
H -0.33 -2.06 -2.14
Cl -4.15 -2.38 0.42
C -3.57 -0.72 0.46
Cl -3.13 -0.23 2.15
C -2.33 -0.59 -0.44
O -2.44 -0.12 -1.53
O -1.15 -0.94 0.13
H -4.36 -0.07 0.12
```

Calculated values
- HOMO-LUMO gap (alpha / beta): 5.110 / 5.109 eV
- Total charge: +1
- Calculated total energy: -137031.67309 eV
- Lowest unoccupied orbital energy (alpha / beta): -6.81 / -6.81 eV


- What is the calculated total energy in the second record?
  -87429.52212 eV


Repeat the second record exactly.
Formula: C22H13F5N2OOsS4
Source: the Open Molecules 2025 dataset
Level of theory: ωB97M-V/def2-TZVPD

```
48
C22H13F5N2OOsS4 ωB97M-V/def2-TZVPD
Os 0.32 0.25 -0.53
F -2.26 5.99 2.74
C -1.94 5.09 1.85
C -1.07 4.05 2.20
F -0.59 3.97 3.43
C -0.74 3.11 1.26
F 0.09 2.12 1.61
C -1.24 3.16 -0.05
S -0.89 2.01 -1.29
C -2.10 4.22 -0.37
F -2.60 4.30 -1.59
C -2.45 5.17 0.56
F -3.27 6.16 0.24
O -1.22 -0.91 -0.50
C -0.65 -2.18 -0.14
C -0.43 -2.07 1.35
C -1.29 -2.25 2.36
C -0.98 -1.45 3.52
C 0.07 -0.62 3.35
S 0.82 -0.92 1.81
C 0.70 -2.14 -0.89
C 0.85 -1.53 -2.15
C 2.16 -1.71 -2.68
C 2.95 -2.46 -1.85
S 2.14 -2.94 -0.42
C -1.53 -3.31 -0.56
C -2.59 -3.24 -1.41
C -3.17 -4.51 -1.66
C -2.53 -5.51 -0.99
S -1.24 -4.92 -0.03
H -2.17 -2.88 2.29
H -1.52 -1.52 4.45
H 0.55 0.03 4.07
H 0.00 -1.22 -2.75
H 2.48 -1.33 -3.64
H 3.97 -2.75 -2.01
H -2.95 -2.32 -1.84
H -4.02 -4.68 -2.30
H -2.75 -6.56 -0.99
N 3.79 2.61 -1.11
C 4.36 1.59 -0.38
C 3.36 0.74 -0.09
N 2.18 1.23 -0.64
C 2.49 2.37 -1.25
H 4.27 3.41 -1.49
H 5.41 1.58 -0.14
H 3.39 -0.18 0.47
H 1.80 3.00 -1.79
```

Calculated values
- HOMO-LUMO gap (alpha / beta): 7.201 / 5.049 eV
- Total charge: +2
- Multiplicity: 5
- Calculated total energy: -87429.52212 eV
- Lowest unoccupied orbital energy (alpha / beta): -6.73 / -8.87 eV


- total charge of number 2 (C22H13F5N2OOsS4)?
  +2


- Which of these has the lowest calculated total energy?
  C22H13F5N3O2RuS5Se4